The following is a DFT calculation (wB97M-V/def2-TZVPD) of a structure of composition C44H46BrIN6O4RbS.

Geometry (Å):
I (-4.176450, 0.556389, 3.468758)
Rb (-0.407312, 0.520812, -0.619615)
Br (5.321167, -4.388792, 2.526463)
S (-1.707667, -1.763464, -5.520665)
O (-0.151678, -7.233530, 0.427613)
O (-2.183824, 4.532958, -0.016284)
O (-1.484193, 2.078787, 1.811724)
O (-0.061728, -4.147739, 6.221793)
N (0.440476, -1.253786, 2.179550)
N (-3.117315, -0.075345, -2.163150)
N (2.906640, -0.089838, -0.999680)
N (1.692059, 1.790330, -2.597266)
N (-1.026339, -2.340507, 0.171332)
N (1.241369, 2.395238, 1.495284)
C (1.108006, 2.563333, -3.494006)
C (-4.261342, -0.653349, -4.177769)
C (-1.768928, -0.869808, -3.985334)
C (5.386031, -1.962624, 1.033921)
C (3.525757, -1.051145, -0.206004)
C (-1.478335, 4.484238, -1.228410)
C (-4.292132, 0.216694, -1.620464)
C (-0.504191, -3.163563, 1.086711)
C (0.451678, -1.154311, -4.307808)
C (0.606851, 3.258960, 2.278591)
C (3.271982, -3.130904, 0.989945)
C (0.100830, -2.537071, 2.285016)
C (-3.400387, 3.805592, -0.064876)
C (3.732706, 2.000786, -3.850268)
C (-0.537338, -0.609298, -3.426025)
C (3.219985, 3.737469, 1.645939)
C (3.110273, 2.835506, -4.757810)
C (0.892693, -2.650653, 4.548409)
C (1.078346, -3.393244, 5.845509)
C (4.858057, -0.972406, 0.224675)
C (-0.475253, -4.549494, 0.911856)
C (4.590906, -3.034272, 1.403224)
C (1.763806, 3.115740, -4.587096)
C (1.280983, -1.322875, 4.411547)
C (-5.502843, 0.105330, -2.283427)
C (-4.165306, 4.028506, 1.218281)
C (1.020581, -0.674163, 3.215902)
C (1.242346, 4.391579, 2.799510)
C (-3.071782, -0.519668, -3.432632)
C (-1.545175, -4.234969, -1.190170)
C (-1.018225, -6.580193, -0.483243)
C (-1.532701, -2.873639, -0.932208)
C (-5.474129, -0.340229, -3.600268)
C (0.294177, -3.267227, 3.460461)
C (0.003211, -1.784112, -5.434170)
C (2.562996, 4.633932, 2.483281)
C (3.590888, 0.512309, -1.888117)
C (-0.862087, 3.046617, 2.574109)
C (-1.005305, -5.095590, -0.243921)
C (-2.124176, -0.309731, 2.976549)
C (-0.081778, 5.031034, -1.021458)
C (2.513382, 2.641485, 1.185421)
C (2.983417, 1.487732, -2.782530)
C (2.737942, -2.133532, 0.197830)
H (1.892603, -4.116443, 5.755804)
H (-2.047232, -6.945083, -0.358791)
H (-3.184315, 2.737934, -0.197115)
H (0.048214, 2.742337, -3.347760)
H (4.639718, 0.283546, -2.095936)
H (-0.016869, -5.198161, 1.642630)
H (-6.389794, -0.443664, -4.170476)
H (1.271095, 0.372163, 3.085713)
H (-1.440286, 3.454426, -1.622723)
H (1.742083, -0.786743, 5.230843)
H (-2.017441, 5.075083, -1.987906)
H (4.772873, 1.725078, -3.963560)
H (1.351973, -2.681689, 6.633966)
H (-1.353834, 4.006932, 2.377625)
H (0.488165, 4.990374, -1.949838)
H (-4.221765, -0.993047, -5.203345)
H (-1.380713, 1.170873, 2.289482)
H (-3.989085, 4.143611, -0.933271)
H (-2.330077, -0.698353, 1.966821)
H (3.659646, 3.245625, -5.595142)
H (-5.108833, 3.483661, 1.183856)
H (0.447804, 4.448469, -0.267615)
H (-3.606326, 3.634157, 2.062543)
H (6.405642, -1.898609, 1.388784)
H (-0.977310, 2.834876, 3.651662)
H (0.680739, 5.072108, 3.427079)
H (-4.374749, 5.089614, 1.362492)
H (1.220713, 3.738928, -5.284224)
H (1.707027, -2.176569, -0.120500)
H (-0.119674, -8.168708, 0.203545)
H (1.519119, -1.086950, -4.109741)
H (-0.835613, -3.579236, 6.137807)
H (-6.426593, 0.352060, -1.778894)
H (5.470608, -0.118525, -0.032330)
H (2.658714, -3.966502, 1.299625)
H (-1.949211, -4.599494, -2.125770)
H (2.981587, 1.915207, 0.530033)
H (4.251133, 3.883879, 1.354162)
H (-0.716177, -6.776260, -1.518632)
H (-4.264028, 0.544489, -0.584015)
H (0.586591, -2.260090, -6.208593)
H (-0.049911, -4.288372, 3.546430)
H (-2.132685, -1.179075, 3.642106)
H (3.071735, 5.509214, 2.867543)
H (-0.128734, 6.068206, -0.687745)
H (-1.918148, -2.171564, -1.661163)

Atomic forces in eV per Å
I 0.324 -0.239 -0.070
Rb 0.021 0.035 0.376
Br -0.057 0.091 -0.068
S 0.114 0.043 0.031
O 0.101 -0.111 0.053
O 0.051 0.026 0.090
O 0.576 -0.432 -0.254
O -0.071 -0.050 -0.009
N 0.243 -0.215 -0.354
N 0.250 -0.049 -0.068
N 0.235 0.589 -0.566
N 0.367 -0.063 0.071
N 0.194 -0.147 0.240
N -0.137 -0.052 -0.113
C -0.191 0.082 -0.050
C 0.079 0.040 0.127
C 0.422 0.052 0.135
C 0.066 -0.107 0.093
C 0.318 -0.585 0.467
C -0.032 -0.001 -0.264
C -0.151 0.027 0.083
C -0.148 -0.238 -0.405
C 0.233 -0.058 -0.153
C -0.027 0.183 0.005
C 0.046 -0.111 0.093
C -0.011 0.083 0.437
C -0.111 -0.008 -0.069
C -0.200 -0.250 0.423
C -0.366 -0.068 -0.220
C 0.001 -0.009 -0.004
C -0.180 0.133 -0.105
C 0.019 0.152 -0.064
C 0.101 0.041 0.073
C -0.391 0.000 -0.024
C 0.048 0.184 0.031
C 0.006 -0.058 0.043
C 0.159 -0.033 -0.034
C -0.051 -0.167 0.022
C -0.033 -0.009 -0.023
C 0.012 -0.053 -0.098
C 0.062 0.148 0.115
C 0.072 -0.043 -0.032
C -0.451 0.047 -0.069
C 0.054 -0.055 0.110
C -0.109 -0.011 -0.100
C -0.078 -0.027 -0.211
C 0.065 0.025 0.090
C -0.021 0.148 -0.098
C -0.124 0.038 0.075
C -0.063 -0.070 -0.026
C -0.251 -0.474 0.451
C -0.190 0.068 0.146
C -0.072 -0.003 -0.115
C -0.334 0.565 -0.155
C -0.083 0.000 0.058
C 0.196 0.010 0.037
C -0.343 0.588 -0.709
C 0.284 0.205 -0.098
H -0.013 0.031 -0.007
H 0.053 0.027 -0.035
H 0.027 0.053 0.023
H -0.002 0.008 0.002
H 0.082 -0.121 0.099
H 0.004 0.002 0.022
H -0.009 0.005 0.005
H 0.004 0.022 0.012
H 0.016 0.016 0.177
H 0.008 -0.003 0.033
H 0.051 -0.021 -0.005
H 0.029 -0.013 0.011
H 0.009 -0.023 -0.039
H 0.015 0.001 0.083
H 0.012 0.010 -0.047
H 0.037 -0.020 -0.029
H -0.727 0.186 0.163
H 0.032 -0.019 0.032
H -0.117 -0.134 0.121
H 0.002 0.005 -0.014
H -0.034 -0.003 -0.009
H 0.013 -0.027 0.011
H 0.037 -0.004 0.060
H -0.002 0.008 -0.006
H 0.049 0.017 -0.056
H -0.009 0.014 0.016
H 0.017 0.019 0.022
H 0.016 0.000 -0.007
H -0.072 0.031 -0.044
H -0.029 0.101 0.031
H 0.033 0.000 -0.008
H -0.001 0.003 0.002
H -0.012 0.001 -0.006
H -0.023 0.053 -0.024
H 0.003 -0.013 0.002
H -0.018 -0.021 -0.025
H 0.020 0.010 0.001
H 0.014 0.013 0.000
H -0.021 0.023 0.029
H -0.028 0.005 -0.005
H -0.009 -0.029 -0.038
H -0.006 -0.012 0.008
H 0.095 -0.032 0.066
H 0.011 0.010 0.003
H 0.010 0.015 0.022
H -0.012 0.002 -0.002

* lowest unoccupied orbital energy: 1.45 eV
* HOMO energy: -3.68 eV
* relative energy (zero: lowest compared OMol25 entry of this formula, charge and spin): 0.0 kcal/mol
* net charge: -1
* Kohn-Sham gap: 5.13 eV
* max |F|: 0.98 eV/Å

Results of the Mulliken charge analysis, in e, for atoms 1 through 4:
1 I -0.3974
2 Rb 0.2996
3 Br -0.2345
4 S -0.4007